C5H11N2 | ωB97M-V/def2-TZVPD

Geometry as ORCA input:
```
! RIJCOSX wB97M-V def2-TZVPD def2/J DEFGRID3
* xyz 1 1
C 0.340 -0.773 -1.106
C 1.463 -1.698 0.956
C 0.013 0.636 -1.435
C 1.325 -0.765 0.038
C -0.719 1.941 0.855
N -1.142 1.378 1.932
N -1.050 1.102 -0.442
H -0.505 -1.268 -0.772
H 0.684 -1.160 -2.004
H 0.995 -2.685 0.781
H 2.250 -1.846 1.784
H 0.905 1.217 -1.427
H -0.306 0.620 -2.444
H 2.060 0.111 0.119
H -0.976 2.052 2.722
H -1.261 0.489 2.312
H -1.516 1.913 -0.880
H -1.601 0.270 -0.192
*
```

Results
- Strongest force on any atom: 3.87 eV Å⁻¹
- Relative energy (zero: lowest compared OMol25 entry of this formula, charge and spin): 393.08 kJ/mol
- Calculated total energy: -8333.045 eV
- Kohn-Sham gap: 0.36987 Eh
- HOMO: -0.5074 Ha

=====

C5H11N2 | ωB97M-V/def2-TZVPD

Geometry as ORCA input:
```
! RIJCOSX wB97M-V def2-TZVPD def2/J DEFGRID3
* xyz 1 1
C -1.001 -1.405 -0.724
C -1.328 -0.591 0.294
N -0.493 0.226 0.894
C -0.930 1.120 2.008
C 0.787 0.145 0.331
C 0.823 0.124 -1.176
N 1.894 -0.243 -1.848
H -0.111 -1.977 -0.812
H -1.673 -1.563 -1.554
H -2.312 -0.406 0.555
H -0.086 1.355 2.563
H -1.787 0.527 2.588
H -1.443 2.112 1.653
H 1.371 -0.744 0.636
H 1.434 0.903 0.706
H 0.062 0.649 -1.754
H 2.879 -0.171 -1.451
H 1.915 -0.063 -2.910
*
```

Results
- Strongest force on any atom: 4.03 eV Å⁻¹
- Relative energy (zero: lowest compared OMol25 entry of this formula, charge and spin): 274.77 kJ/mol
- Calculated total energy: -8334.271 eV
- Kohn-Sham gap: 0.28109 Eh
- Structure (SMILES): C=CN(C)CC=[NH2+]
- HOMO: -0.4478 Ha

=====

C5H11N2O | ωB97M-V/def2-TZVPD

Geometry as ORCA input:
```
! RIJCOSX wB97M-V def2-TZVPD def2/J DEFGRID3
* xyz -1 1
C 1.784 1.620 -1.221
N 0.899 2.347 -0.727
C -0.166 1.781 0.083
C 0.091 0.409 0.709
C -0.478 -0.727 -0.143
N -1.942 -0.707 -0.070
C 0.099 -2.090 0.390
O -0.317 -2.354 1.642
H 2.621 2.016 -1.808
H 1.841 0.525 -1.136
H -0.445 2.557 0.799
H -1.058 1.659 -0.527
H 1.145 0.227 0.909
H -0.402 0.316 1.670
H -0.198 -0.579 -1.197
H -2.177 -0.546 0.903
H -2.250 -1.663 -0.250
H -0.255 -2.865 -0.343
H 1.209 -1.925 0.317
*
```

Results
- Strongest force on any atom: 1.46 eV Å⁻¹
- Relative energy (zero: lowest compared OMol25 entry of this formula, charge and spin): 59.47 kJ/mol
- Calculated total energy: -10389.922 eV
- Kohn-Sham gap: 0.23405 Eh
- Structure (SMILES): C=NCC[C@H](N)C[O-]
- HOMO: -0.0929 Ha

=====

C5H11N2O | ωB97M-V/def2-TZVPD

Geometry as ORCA input:
```
! RIJCOSX wB97M-V def2-TZVPD def2/J DEFGRID3
* xyz -1 1
C 1.129 -1.017 0.043
O 0.547 -1.693 1.122
C 0.885 0.420 -0.206
C -0.521 1.082 -0.095
C -1.615 0.021 0.022
C -1.800 -0.922 -1.000
N -2.080 -0.099 1.332
N 2.123 1.626 0.290
H 2.183 -0.908 0.349
H 1.140 -1.558 -0.927
H 1.134 0.504 -1.317
H -0.763 1.643 -1.017
H -0.436 1.836 0.662
H -2.290 -1.885 -0.811
H -1.605 -0.518 -1.994
H -0.433 -1.580 1.001
H -1.960 0.893 1.681
H 3.027 1.339 -0.018
H 1.335 0.815 0.884
*
```

Results
- Strongest force on any atom: 5.93 eV Å⁻¹
- Relative energy (zero: lowest compared OMol25 entry of this formula, charge and spin): 492.30 kJ/mol
- Calculated total energy: -10385.436 eV
- Kohn-Sham gap: 0.22450 Eh
- HOMO: -0.0853 Ha

=====

C5H11N2O | ωB97M-V/def2-TZVPD

Geometry as ORCA input:
```
! RIJCOSX wB97M-V def2-TZVPD def2/J DEFGRID3
* xyz 0 2
O -2.302 0.079 -2.342
C -2.376 0.172 -1.122
C -1.260 -0.433 -0.262
C -0.554 0.903 0.237
C 0.594 0.543 1.317
C 2.853 0.068 0.788
N 1.621 -0.285 0.699
N -0.321 -1.205 -1.160
H -3.311 0.454 -0.539
H -1.594 -1.100 0.658
H -1.249 1.581 0.663
H 0.071 1.555 -0.386
H 1.006 1.608 1.785
H 0.071 0.036 2.167
H 3.404 -0.673 0.254
H 3.459 0.787 1.293
H -0.422 -2.282 -1.223
H 0.692 -1.036 -0.727
H -0.382 -0.774 -2.099
*
```

Results
- ⟨S²⟩: 0.754
- Strongest force on any atom: 4.31 eV Å⁻¹
- Relative energy (zero: lowest compared OMol25 entry of this formula, charge and spin): 337.08 kJ/mol
- Calculated total energy: -10385.751 eV
- Kohn-Sham gap (alpha / beta): 0.14791 / 0.29689 Eh
- HOMO (alpha / beta): -0.1322 / -0.2804 Ha

=====

C5H11N2O | ωB97M-V/def2-TZVPD

Geometry as ORCA input:
```
! RIJCOSX wB97M-V def2-TZVPD def2/J DEFGRID3
* xyz 0 2
C 2.518 0.711 0.579
O 3.760 0.311 0.301
C 1.390 -0.236 0.169
C 0.000 0.009 0.867
C -1.193 -0.879 0.463
C -2.478 -0.276 -0.467
N -3.389 0.647 -1.320
N 1.166 -0.209 -1.196
H 2.286 0.852 1.774
H 2.283 1.659 0.037
H 1.847 -1.202 0.645
H 0.181 0.059 1.884
H -0.150 1.045 0.708
H -1.596 -1.559 1.151
H -3.237 -0.966 -0.107
H -2.316 -0.190 -1.532
H -3.125 1.564 -0.940
H 0.257 -0.659 -1.141
H 1.795 -0.681 -1.876
*
```

Results
- ⟨S²⟩: 1.241
- Strongest force on any atom: 7.18 eV Å⁻¹
- Relative energy (zero: lowest compared OMol25 entry of this formula, charge and spin): 1084.67 kJ/mol
- Calculated total energy: -10378.003 eV
- Kohn-Sham gap (alpha / beta): 0.12817 / 0.12299 Eh
- HOMO (alpha / beta): -0.2589 / -0.2695 Ha

=====

C5H11N2O | ωB97M-V/def2-TZVPD

Geometry as ORCA input:
```
! RIJCOSX wB97M-V def2-TZVPD def2/J DEFGRID3
* xyz 1 1
C 2.054 1.048 1.115
N 1.097 0.390 1.602
C 0.000 0.091 0.958
O -1.060 -0.258 1.689
C -0.036 -0.069 -0.413
C 1.270 -0.739 -0.908
N -1.106 -0.132 -1.160
C -2.382 0.326 -0.936
H 2.953 1.190 1.650
H 2.185 1.339 0.173
H 0.871 0.122 2.569
H -1.222 -1.233 1.626
H 2.026 -0.779 -0.187
H 1.600 -0.268 -1.834
H 1.081 -1.792 -1.194
H -0.945 -0.668 -2.105
H -2.531 0.751 0.021
H -2.606 1.064 -1.685
H -3.248 -0.384 -0.980
*
```

Results
- Strongest force on any atom: 5.36 eV Å⁻¹
- Relative energy (zero: lowest compared OMol25 entry of this formula, charge and spin): 396.08 kJ/mol
- Calculated total energy: -10381.500 eV
- Kohn-Sham gap (alpha / beta): 0.27335 / 0.27337 Eh
- Structure (SMILES): C=[NH+]/C(O)=C(\C)NC
- HOMO (alpha / beta): -0.4390 / -0.4390 Ha

=====

C5H11N2O | ωB97M-V/def2-TZVPD

Geometry as ORCA input:
```
! RIJCOSX wB97M-V def2-TZVPD def2/J DEFGRID3
* xyz 1 1
C 1.518 -1.473 0.525
C -0.190 -0.094 1.290
C -0.038 -1.101 -1.216
C -1.176 -1.880 -1.634
C -0.449 0.302 -0.121
N 1.026 -0.615 1.399
N 0.449 3.328 1.123
O 0.921 -1.906 -0.570
H 2.355 -2.052 0.943
H -0.738 -0.060 2.149
H 0.534 -0.672 -2.028
H -2.072 -1.257 -1.807
H -1.553 -2.705 -0.909
H -1.036 -2.658 -2.544
H -1.581 0.594 -0.248
H 0.307 1.066 -0.444
H -0.209 3.439 1.951
H 0.514 4.291 0.587
H 1.420 3.452 1.555
*
```

Results
- Strongest force on any atom: 6.78 eV Å⁻¹
- Relative energy (zero: lowest compared OMol25 entry of this formula, charge and spin): 457.65 kJ/mol
- Calculated total energy: -10380.862 eV
- Kohn-Sham gap: 0.29122 Eh
- HOMO: -0.5122 Ha

=====

C5H11N2O | ωB97M-V/def2-TZVPD

Geometry as ORCA input:
```
! RIJCOSX wB97M-V def2-TZVPD def2/J DEFGRID3
* xyz 1 1
C -0.562 0.911 1.218
C -0.253 0.192 -0.066
C -1.127 0.893 -1.195
C 1.246 0.407 -0.443
N 1.922 -0.687 -0.451
C 0.923 -1.731 0.208
O 1.209 -1.680 1.471
N -0.392 -1.291 -0.105
H -1.583 0.644 1.522
H -0.477 1.963 1.357
H -0.008 0.564 2.016
H -1.494 1.812 -0.823
H -1.835 0.135 -1.494
H -0.480 1.179 -2.011
H 1.664 1.421 -0.637
H 2.897 -0.757 -0.491
H 1.115 -2.637 -0.268
H 0.363 -1.317 1.912
H -0.793 -1.767 -0.953
*
```

Results
- Strongest force on any atom: 4.57 eV Å⁻¹
- Relative energy (zero: lowest compared OMol25 entry of this formula, charge and spin): 251.05 kJ/mol
- Calculated total energy: -10383.003 eV
- Kohn-Sham gap: 0.38588 Eh
- Structure (SMILES): CC1(C)C=[NH+][C@@H](O)N1
- HOMO: -0.5521 Ha

=====

C5H11N2O | ωB97M-V/def2-TZVPD

Geometry as ORCA input:
```
! RIJCOSX wB97M-V def2-TZVPD def2/J DEFGRID3
* xyz 1 1
N -2.596 -0.631 -1.637
C -1.271 -0.242 -1.707
N -0.259 -0.592 -0.869
C -0.419 -1.054 0.532
C -0.367 0.245 1.456
C 1.031 0.746 1.779
C 2.257 0.547 0.734
O 2.034 1.058 -0.323
H -3.032 -0.271 -0.743
H -3.295 -0.305 -2.464
H -0.792 0.150 -2.685
H 0.636 -0.230 -1.209
H 0.284 -1.859 0.560
H -1.272 -1.800 0.703
H -0.920 1.136 0.964
H -0.799 -0.153 2.455
H 1.269 0.086 2.634
H 1.038 1.798 2.094
H 3.206 0.097 1.052
*
```

Results
- Strongest force on any atom: 4.45 eV Å⁻¹
- Relative energy (zero: lowest compared OMol25 entry of this formula, charge and spin): 305.16 kJ/mol
- Calculated total energy: -10382.443 eV
- Kohn-Sham gap: 0.34068 Eh
- Structure (SMILES): N/C=[NH+]\CCCC=O
- HOMO: -0.4920 Ha

=====

C5H11N2O | ωB97M-V/def2-TZVPD

Geometry as ORCA input:
```
! RIJCOSX wB97M-V def2-TZVPD def2/J DEFGRID3
* xyz 1 3
C 0.284 1.000 -0.162
C 0.623 0.878 2.311
C -0.798 -1.210 -0.743
C 1.679 2.453 0.939
C -1.636 -3.117 -1.740
N 0.817 1.270 1.035
N -0.520 0.027 -0.736
O -1.378 -1.749 -1.819
H 0.474 1.849 -0.927
H -0.273 0.509 2.758
H 1.330 1.315 2.930
H -0.522 -1.743 0.265
H 0.953 3.274 0.673
H 2.228 2.727 1.878
H 2.419 2.234 0.065
H -2.367 -3.328 -2.527
H -2.063 -3.413 -0.833
H -0.581 -3.601 -1.772
H -0.669 0.624 -1.596
*
```

Results
- ⟨S²⟩: 2.016
- Strongest force on any atom: 7.93 eV Å⁻¹
- Relative energy (zero: lowest compared OMol25 entry of this formula, charge and spin): 364.10 kJ/mol
- Calculated total energy: -10378.446 eV
- Kohn-Sham gap (alpha / beta): 0.25063 / 0.35697 Eh
- HOMO (alpha / beta): -0.3707 / -0.5531 Ha

=====

C5H11N2O2 | ωB97M-V/def2-TZVPD

Geometry as ORCA input:
```
! RIJCOSX wB97M-V def2-TZVPD def2/J DEFGRID3
* xyz 1 1
C -2.059 -1.381 -0.631
C -1.837 -1.190 0.697
C -0.365 0.596 -0.157
C 2.088 0.642 0.212
C 0.894 -0.140 -0.351
N -1.434 -0.454 -1.494
N -1.169 0.111 0.930
O -1.944 -1.964 1.819
O -0.574 1.871 -0.423
H -2.515 -2.156 -1.110
H 2.070 0.534 1.246
H 2.180 1.715 -0.055
H 2.938 0.043 -0.182
H 0.830 -1.044 0.334
H 0.990 -0.333 -1.488
H -2.122 0.080 -2.132
H -1.909 0.900 1.006
H -0.363 -0.003 1.617
H -2.384 -2.831 1.623
H 0.253 2.211 -0.766
*
```

Results
- Strongest force on any atom: 6.91 eV Å⁻¹
- Relative energy (zero: lowest compared OMol25 entry of this formula, charge and spin): 392.70 kJ/mol
- Calculated total energy: -12428.170 eV
- Kohn-Sham gap: 0.32921 Eh
- HOMO: -0.4522 Ha

=====

Q: Look up the calculated total energy of the second one.
A: -8334.271 eV